Formula: CH6NPS
Source: OMol25
Level of theory: wB97M-V/def2-TZVPD

Atoms and positions in Å:
C: -0.314 -1.524 0.925
N: 0.205 -0.010 -1.549
P: 0.560 2.904 -0.766
S: -0.359 1.105 -0.655
H: -0.228 -0.458 1.228
H: -1.281 -1.572 0.725
H: -0.052 -2.204 1.650
H: 0.986 0.145 -2.135
H: 0.038 3.326 0.467
H: 0.446 -1.711 0.110

HOMO level (alpha / beta): -8.654 / -8.660 eV
Energy relative to the best compared isomer or geometry (same formula, charge and spin): 307.13 kJ/mol
LUMO (alpha / beta): -1.1 / -1.1 eV
Net charge: 0
2S+1: 1